10
Properties=species:S:1:pos:R:3:lowdin_charge:R:1 method="wB97M-V/def2-TZVPD" relative_energy_kcal_mol=0.3 smiles="O=C1SCOC(=S)S1"
C 1.505 -0.779 -0.064 -0.9948
C 0.489 1.646 0.561 -0.4728
C -1.256 0.126 -0.002 -1.1999
H 0.481 1.317 1.597 0.0971
H 0.651 2.727 0.551 0.0988
O 2.318 -1.655 -0.210 -0.0326
O -0.771 1.368 -0.042 -0.1927
S 1.885 0.935 -0.317 0.9982
S -2.819 -0.177 -0.270 0.7219
S -0.187 -1.240 0.393 0.9768

=====

79
Properties=species:S:1:pos:R:3:lowdin_charge:R:1 method="wB97M-V/def2-TZVPD" relative_energy_kcal_mol=0.0
Pd 0.074 0.468 0.203 0.7145
C 2.388 2.396 0.971 -0.2256
P 2.278 0.795 0.095 0.9825
C 2.992 1.038 -1.536 -0.3460
C 4.316 1.449 -1.694 -0.0944
C 4.822 1.681 -2.962 -0.0763
C 4.009 1.508 -4.076 -0.0787
C 2.691 1.104 -3.923 -0.0714
C 2.182 0.870 -2.653 -0.0875
C 3.273 -0.407 1.011 -0.3364
C 4.296 -1.166 0.455 -0.0849
C 4.913 -2.158 1.207 -0.0830
C 4.503 -2.402 2.508 -0.0816
C 3.468 -1.659 3.063 -0.0656
C 2.851 -0.670 2.317 -0.0947
C 1.207 3.157 0.461 -0.3886
C 0.926 4.495 0.308 -0.0642
C -0.402 4.576 -0.182 -0.0671
C -0.862 3.282 -0.318 -0.3758
C -2.185 2.741 -0.753 -0.2370
P -2.130 0.895 -0.765 1.0543
C -3.762 0.399 -0.135 -0.3424
C -4.620 -0.451 -0.826 -0.0824
C -5.823 -0.845 -0.254 -0.0852
C -6.171 -0.403 1.013 -0.0883
C -5.309 0.428 1.716 -0.0763
C -4.108 0.820 1.149 -0.0955
C -2.209 0.426 -2.528 -0.3710
C -2.855 1.186 -3.501 -0.0834
C -2.889 0.762 -4.822 -0.0770
C -2.294 -0.439 -5.185 -0.0853
C -1.675 -1.218 -4.219 -0.0777
C -1.633 -0.784 -2.901 -0.1151
N 0.121 2.420 0.062 -0.1402
H 3.339 2.908 0.809 0.0939
H 2.296 2.163 2.036 0.0894
H 4.951 1.588 -0.826 0.1121
H 5.848 2.002 -3.084 0.1049
H 4.405 1.696 -5.066 0.1041
H 2.055 0.980 -4.790 0.1053
H 1.146 0.576 -2.521 0.0743
H 4.612 -0.992 -0.567 0.0972
H 5.711 -2.744 0.768 0.1022
H 4.982 -3.180 3.089 0.1024
H 3.121 -1.860 4.069 0.1101
H 2.009 -0.129 2.738 0.0988
H 1.588 5.315 0.537 0.0921
H -0.957 5.472 -0.410 0.0920
H -2.462 3.096 -1.747 0.0696
H -2.986 3.050 -0.078 0.0887
H -4.361 -0.803 -1.817 0.0986
H -6.486 -1.500 -0.804 0.1019
H -7.109 -0.712 1.456 0.1014
H -5.565 0.761 2.713 0.1054
H -3.422 1.436 1.721 0.1077
H -3.346 2.114 -3.238 0.0999
H -3.386 1.369 -5.568 0.1044
H -2.321 -0.768 -6.215 0.1025
H -1.224 -2.165 -4.488 0.1041
H -1.162 -1.398 -2.147 0.0679
O -0.752 0.336 2.425 -0.1490
C -0.673 -0.635 3.236 -0.4233
C -0.877 -0.427 4.641 -0.0265
C -0.813 -1.444 5.551 -0.1064
C -0.528 -2.760 5.150 -0.1243
C -0.312 -2.999 3.815 -0.0739
C -0.377 -1.983 2.843 -0.1052
C -0.060 -2.323 1.463 -0.2379
N 0.226 -1.544 0.417 -0.0605
C 0.649 -2.364 -0.613 -0.1575
C 0.575 -3.655 -0.221 -0.0768
N 0.122 -3.614 1.074 0.1081
H -1.091 0.589 4.948 0.1065
H -0.977 -1.229 6.601 0.0979
H -0.468 -3.562 5.872 0.0887
H -0.058 -4.014 3.530 0.0922
H 0.992 -1.958 -1.548 0.0953
H 0.813 -4.575 -0.723 0.1106
H -0.052 -4.409 1.659 0.1381

=====

93
Properties=species:S:1:pos:R:3:lowdin_charge:R:1 method="wB97M-V/def2-TZVPD" smiles="CCOCCOC[C@@]1(N)OS(=O)(=O)O[C@@H]1C.COC(=O)OC.COC(=O)OC.COC(=O)OC.COC(=O)OC.COC(=O)OC"
C 2.714 -3.463 -0.117 -0.0859
C 3.398 -1.980 0.226 -0.2279
O 3.657 -1.280 -1.043 -0.2223
C 2.989 0.029 -1.109 -0.1451
C 1.535 -0.041 -1.932 -0.1239
O 1.310 -1.466 -2.217 -0.2071
C -0.086 -1.754 -2.582 -0.0931
C -1.100 -2.005 -1.320 -0.3649
N -1.781 -3.384 -1.318 0.0786
O -0.598 -1.919 0.064 -0.2113
S -1.287 -0.616 0.986 0.9233
O -0.100 -0.061 1.865 -0.3276
O -2.500 -0.989 1.901 -0.3103
O -1.742 0.317 -0.391 -0.2690
C -2.180 -0.728 -1.365 -0.2550
C -3.765 -1.192 -1.101 -0.0562
H 2.758 -3.541 -1.307 0.0919
H 1.569 -3.378 0.152 0.0602
H 3.267 -4.356 0.399 0.0778
H 4.400 -2.223 0.826 0.1214
H 2.739 -1.345 0.982 0.1255
H 2.877 0.583 -0.084 0.1310
H 3.686 0.727 -1.781 0.1301
H 1.603 0.519 -2.977 0.1453
H 0.735 0.415 -1.208 0.1208
H -0.439 -0.895 -3.324 0.1444
H -0.055 -2.742 -3.250 0.1498
H -1.532 -3.854 -0.404 0.1092
H -1.359 -4.010 -2.048 0.0851
H -2.288 -0.185 -2.408 0.1670
H -4.211 -1.736 -2.056 0.1048
H -3.773 -1.973 -0.206 0.0869
H -4.385 -0.248 -0.783 0.0897
C 5.739 2.888 -4.384 -0.0514
O 5.370 4.256 -4.551 -0.0091
C 4.110 4.548 -4.142 -0.5596
O 3.310 3.759 -3.663 0.0982
O 3.894 5.871 -4.357 -0.0090
C 2.598 6.324 -3.970 -0.0525
H 6.764 2.769 -4.744 0.0951
H 5.710 2.607 -3.326 0.0945
H 5.088 2.237 -4.977 0.0984
H 2.444 6.180 -2.895 0.0988
H 1.821 5.810 -4.546 0.0982
H 2.536 7.394 -4.186 0.0945
C 7.410 -8.550 -0.459 -0.0540
O 6.532 -7.502 -0.864 -0.0124
C 7.123 -6.285 -0.964 -0.5603
O 8.298 -6.038 -0.742 0.1072
O 6.181 -5.389 -1.353 -0.0148
C 6.664 -4.055 -1.500 -0.0473
H 6.832 -9.477 -0.413 0.0934
H 8.215 -8.683 -1.190 0.0983
H 7.819 -8.349 0.536 0.0985
H 7.439 -4.009 -2.272 0.0984
H 7.043 -3.674 -0.546 0.0998
H 5.827 -3.426 -1.814 0.0884
C -5.545 0.956 2.943 -0.0471
O -6.945 0.695 2.873 -0.0046
C -7.581 1.329 1.856 -0.5558
O -7.062 2.071 1.037 0.1024
O -8.895 0.995 1.907 -0.0091
C -9.694 1.594 0.888 -0.0529
H -5.139 0.399 3.792 0.1000
H -5.042 0.612 2.033 0.0762
H -5.359 2.022 3.110 0.1026
H -9.357 1.275 -0.103 0.0979
H -9.673 2.685 0.973 0.0986
H -10.725 1.257 1.026 0.0940
C -3.356 6.828 -1.840 -0.0544
O -3.240 5.993 -0.690 -0.0101
C -3.427 4.672 -0.939 -0.5541
O -3.675 4.175 -2.026 0.1071
O -3.289 4.000 0.232 0.0041
C -3.461 2.588 0.122 -0.0511
H -3.188 7.862 -1.524 0.0934
H -2.597 6.568 -2.585 0.0962
H -4.361 6.758 -2.268 0.0985
H -2.707 2.158 -0.545 0.0765
H -4.470 2.348 -0.228 0.0950
H -3.330 2.153 1.116 0.0913
C -1.798 -1.056 8.485 -0.0555
O -1.602 0.038 7.591 -0.0132
C -0.721 -0.210 6.590 -0.5586
O -0.115 -1.254 6.410 0.1082
O -0.631 0.906 5.822 -0.0080
C 0.268 0.790 4.721 -0.0551
H -2.521 -0.746 9.245 0.0928
H -2.208 -1.921 7.952 0.0979
H -0.862 -1.317 8.987 0.0977
H -0.059 -0.001 4.038 0.0663
H 1.287 0.602 5.073 0.1012
H 0.260 1.738 4.177 0.0971

=====

42
Properties=species:S:1:pos:R:3:lowdin_charge:R:1 method="wB97M-V/def2-TZVPD" relative_energy_kcal_mol=87.1 smiles="CN1CCN(c2ccc3[nH]nc(S(=O)(=O)c4cccs4)c3c2)CC1"
O 2.957 -0.248 -2.073 -0.3227
O 3.198 0.428 -4.380 -0.3462
N 0.594 2.490 -3.824 0.0819
S 0.502 -1.055 -5.449 1.0226
C 1.068 1.550 -3.001 -0.2496
C -0.409 -2.533 -5.201 -0.3877
C -0.180 -3.131 -3.988 -0.1630
C 0.778 -2.379 -3.191 -0.1181
C 1.156 -1.222 -3.837 -0.6091
C -1.280 3.162 -0.722 0.0090
C -1.171 2.426 0.503 0.0012
C 0.509 0.972 -0.483 0.0486
C 0.417 1.656 -1.695 -0.1522
C -0.491 2.723 -1.825 -0.1815
C -0.275 1.349 0.646 -0.2531
N -0.345 3.158 -3.151 0.0244
N -0.275 0.585 1.802 -0.1200
N -0.785 -1.009 4.099 -0.2206
C 0.295 -1.866 4.644 -0.0857
C -0.418 -0.881 1.674 -0.1501
C 0.202 1.127 3.098 -0.1245
C -1.340 -1.400 2.789 -0.1729
C -0.610 0.454 4.245 -0.1656
S 2.228 0.132 -3.297 0.7128
H -1.021 -2.994 -5.966 0.0687
H -0.490 -4.130 -3.745 0.0974
H 1.105 -2.650 -2.209 0.1066
H -1.965 3.985 -0.887 0.0981
H -1.814 2.679 1.345 0.1107
H 1.267 0.202 -0.352 0.1083
H -0.764 4.011 -3.539 0.1704
H 0.402 -1.715 5.695 0.0640
H 0.022 -2.926 4.465 0.0876
H 1.267 -1.676 4.154 0.0765
H 0.557 -1.354 1.757 0.1072
H -0.857 -1.213 0.701 0.1331
H 0.055 2.199 3.121 0.1100
H 1.290 0.922 3.186 0.1198
H -1.416 -2.510 2.726 0.1215
H -2.331 -0.966 2.665 0.1130
H -0.053 0.677 5.173 0.1152
H -1.581 0.970 4.328 0.1138

=====

For each record above, in turn, the calculated E_HOMO values are -9.30; -6.65; -9.57; -7.69 eV.
For each record above, in turn, the calculated orbital gap values are 8.9249; 7.0446; 9.3417; 7.6934 eV.